[1]
Formula: C15H23NO3
Source: the OMol25 dataset
Level of theory: the ωB97M-V functional and the def2-TZVPD basis

Calculated values
Energy above the lowest of the compared OMol25 structures with the same formula, charge and spin (kcal per mole): 362.7
E (eV): -23547.18590
Kohn-Sham gap (eV): 8.79
SMILES string: CCC(C)(C)NC(=O)Cc1ccc(OC)c(OC)c1

Structure (ORCA input):
```
! RIJCOSX wB97M-V def2-TZVPD def2/J DEFGRID3
* xyz 0 1
C -4.4149 -0.9326 -0.2906
C -3.3474 -1.2743 0.6458
C -2.4908 -0.2246 1.0991
C -3.1276 1.0966 1.2109
C -1.5176 -0.4604 2.3911
N -1.5210 0.0631 -0.3337
C -1.6867 0.7992 -1.4278
O -2.5581 1.3964 -1.6491
C -0.4690 0.8602 -2.2394
C 0.7775 0.7294 -1.6016
C 1.4074 1.6065 -1.0430
C 2.5748 1.8480 -0.1456
C 3.2300 0.5579 -0.1164
O 4.3292 0.4865 0.8999
C 4.9574 1.7561 1.0595
C 2.6660 -0.6452 -0.4397
O 3.5750 -1.6298 -0.3934
C 3.0220 -2.8976 -0.7934
C 1.6038 -0.7289 -1.2526
H -3.8603 -0.5654 -1.2910
H -4.8656 -1.7451 -0.6389
H -5.3038 -0.1137 0.2293
H -2.8063 -2.2963 0.2023
H -3.9463 -1.5791 1.6680
H -3.8553 1.0190 2.0417
H -3.5766 1.7938 0.3884
H -2.3474 1.9766 1.3654
H -1.0698 -1.4082 1.9826
H -2.2256 -0.4015 3.1285
H -0.6517 0.1839 2.4255
H -0.6048 -0.4326 -0.1029
H -0.5211 -0.1379 -2.9011
H -0.4793 1.4893 -3.0623
H 0.8981 2.6844 -0.9961
H 2.8417 2.6431 0.3560
H 5.9484 1.2689 1.7925
H 4.3002 1.8577 2.0360
H 5.2612 2.4911 0.5104
H 2.9753 -2.8838 -2.0945
H 3.6754 -3.5897 -0.4606
H 2.0625 -3.1406 -0.4834
H 1.1414 -1.5203 -1.6760
*
```

[2]
Formula: C15H23O4RuS4Se
Source: the OMol25 dataset
Level of theory: the ωB97M-V functional and the def2-TZVPD basis

Calculated values
Energy above the lowest of the compared OMol25 structures with the same formula, charge and spin (kcal per mole): 92.0
E (eV): -135384.71743
Kohn-Sham gap (alpha / beta) (eV): 6.72 / 5.93

Structure (ORCA input):
```
! RIJCOSX wB97M-V def2-TZVPD def2/J DEFGRID3
* xyz 0 2
Ru 1.0545 -1.6886 0.2251
C 3.4532 -2.7087 2.3683
C 2.1578 -3.3917 2.7308
S 0.6809 -2.3747 2.6172
C 1.0807 -0.9456 3.6313
C 0.7111 0.3233 2.9001
S 1.4704 0.5085 1.2842
C 3.2262 0.4598 1.7171
C 3.9884 -0.4165 0.7701
S 3.4241 -2.1128 0.6546
H 4.2469 -3.4536 2.4361
H 3.7228 -1.8874 3.0295
H 2.2311 -3.8380 3.7246
H 1.9388 -4.1870 2.0163
H 2.1295 -0.9822 3.9172
H 0.4873 -1.0109 4.5436
H 0.9401 1.2034 3.5047
H -0.3567 0.3371 2.6747
H 3.3229 0.1536 2.7562
H 3.6142 1.4756 1.6367
H 5.0541 -0.3995 1.0095
H 3.8643 -0.0629 -0.2546
O -0.6781 -3.3955 0.2237
S -0.1635 -3.5270 -1.1953
O -0.7254 -4.6637 -1.8976
O 1.3518 -3.5294 -1.0349
O 0.8813 -0.5998 -1.6005
C -4.1769 4.2649 -2.7796
C -3.3218 3.0746 -2.4244
C -1.9699 3.2107 -2.1530
C -1.1531 2.1201 -1.8475
C 0.2979 2.3860 -1.5281
C -1.7272 0.8503 -1.8255
Se -0.8451 -0.8583 -1.4883
C -3.0964 0.6835 -2.0828
C -3.7643 -0.6745 -2.0559
C -3.8691 1.7994 -2.3732
H -3.6256 5.1970 -2.6590
H -5.0693 4.3104 -2.1530
H -4.5118 4.2055 -3.8173
H -1.5214 4.1993 -2.1820
H 0.5646 3.4048 -1.8138
H 0.9599 1.6814 -2.0285
H 0.4745 2.2806 -0.4580
H -3.5680 -1.2136 -1.1250
H -3.4129 -1.3094 -2.8722
H -4.8436 -0.5647 -2.1526
H -4.9293 1.6660 -2.5690
*
```